a.
The following is a DFT calculation (the ωB97M-V functional and the def2-TZVPD basis) of an isolated ion of composition C6H12O and charge -1.

Geometry as XYZ:
```
19
C6H12O the ωB97M-V functional and the def2-TZVPD basis
H -1.524 -0.093 1.683
H -0.828 -1.717 1.490
C 0.581 -1.494 -0.838
C 1.426 1.400 -0.574
H 1.368 0.296 1.279
H -0.913 0.206 -0.953
H -2.543 -2.292 -0.191
C -0.347 -0.327 -0.143
H -0.017 -2.403 -0.905
C 0.670 0.674 0.457
H -3.285 -1.355 1.190
O 2.000 2.439 -0.252
C -2.626 -1.296 0.358
H 1.626 1.250 -1.639
H 1.658 -1.705 -0.437
H -2.980 -0.433 -0.302
C -1.307 -0.886 1.000
H 0.255 1.424 1.080
H 0.800 -1.120 -1.837
```

Computed properties:
- total charge = -1
- spin multiplicity = 2
- molecular weight (g/mol) = 100.161
- HOMO-LUMO gap (alpha / beta) (Eh) = 0.10099 / 0.23803

---

b.
The following is a DFT calculation (the ωB97M-V functional and the def2-TZVPD basis) of a 2-piece molecular cluster, C6H12O overall.

Geometry as XYZ:
```
19
C6H12O the ωB97M-V functional and the def2-TZVPD basis
H 0.134 0.920 3.165
C -1.409 0.960 0.610
H 1.543 -0.509 -2.573
H -2.136 -4.058 -1.568
C 1.073 1.107 1.193
C 0.348 0.018 -0.906
H 2.103 0.778 1.199
H -1.627 0.297 1.448
H -1.898 0.756 -0.341
H -1.933 -3.096 -2.713
H -0.389 -0.743 -1.178
C 0.096 0.765 0.284
H 1.445 1.969 3.219
C 1.563 -0.101 -1.570
H -1.678 1.977 0.899
H 2.492 0.024 -1.014
O -1.484 -3.475 -1.941
C 0.613 1.695 2.554
H 0.024 2.578 2.314
```

Computed properties:
- total charge = -1
- spin multiplicity = 2
- molecular weight (g/mol) = 100.161
- HOMO-LUMO gap (alpha / beta) (Eh) = 0.10522 / 0.19360

---

c.
The following is a DFT calculation (the ωB97M-V functional and the def2-TZVPD basis) of a 2-piece molecular cluster, C6H12O overall.

Geometry as XYZ:
```
19
C6H12O the ωB97M-V functional and the def2-TZVPD basis
C -2.870 -0.889 0.384
C 0.489 0.427 -1.008
H 1.409 -0.037 -0.610
O 5.129 0.611 0.898
H 4.617 1.300 0.461
H -3.428 -0.808 1.305
H 0.502 1.379 -0.476
C -1.762 -0.089 0.148
C -0.565 -1.725 -1.376
H -2.330 1.396 1.603
C -1.418 1.023 1.120
H 0.670 0.588 -2.072
H 5.905 1.070 1.245
H -0.907 1.875 0.678
H 0.400 -2.143 -1.643
H -0.779 0.661 1.936
H -1.394 -2.404 -1.543
C -0.713 -0.505 -0.761
H -2.955 -1.731 -0.290
```

Computed properties:
- total charge = -1
- spin multiplicity = 2
- molecular weight (g/mol) = 100.161
- HOMO-LUMO gap (alpha / beta) (Eh) = 0.09888 / 0.18896

---

Last place for stability: b

---

a.
The following is a DFT calculation (the ωB97M-V functional and the def2-TZVPD basis) of C2H2O3 as an isolated structure.

Geometry as XYZ:
```
7
C2H2O3 the ωB97M-V functional and the def2-TZVPD basis
H -0.777 1.418 -0.391
O -1.518 -0.457 -0.722
O 1.814 0.362 0.636
C 0.912 -0.344 0.588
O -2.078 0.061 0.471
C -0.852 0.443 -0.028
H 1.009 -1.448 0.622
```

Computed properties:
- total charge = 0
- spin multiplicity = 3
- molecular weight (g/mol) = 74.035
- HOMO-LUMO gap (alpha / beta) (Eh) = 0.26115 / 0.31348

---

b.
The following is a DFT calculation (the ωB97M-V functional and the def2-TZVPD basis) of a single C2H2O3 molecule.

Geometry as XYZ:
```
7
C2H2O3 the ωB97M-V functional and the def2-TZVPD basis
H -1.400 -0.193 -0.919
C -0.868 0.021 0.001
H -1.407 -0.181 0.920
O 1.610 -0.444 -0.717
O -0.121 1.252 -0.005
C 0.570 -0.021 0.003
O 1.616 -0.435 0.717
```

Computed properties:
- total charge = 0
- spin multiplicity = 3
- molecular weight (g/mol) = 74.035
- HOMO-LUMO gap (alpha / beta) (Eh) = 0.29693 / 0.33827

---

c.
The following is a DFT calculation (the ωB97M-V functional and the def2-TZVPD basis) of a 2-piece molecular cluster, C2H2O3 overall.

Geometry as XYZ:
```
7
C2H2O3 the ωB97M-V functional and the def2-TZVPD basis
O -0.728 0.475 1.828
O 0.896 -0.160 3.367
O 1.082 0.738 -0.243
H 1.149 1.460 0.405
H -0.335 -1.263 0.391
C 0.404 -0.207 2.325
C -0.032 -0.370 0.986
```

Computed properties:
- total charge = 0
- spin multiplicity = 3
- molecular weight (g/mol) = 74.035
- HOMO-LUMO gap (alpha / beta) (Eh) = 0.29804 / 0.26177

---

Last place for stability: a

---

a.
The following is a DFT calculation (the ωB97M-V functional and the def2-TZVPD basis) of a 2-piece molecular cluster, C2H8N2O2 overall.

Geometry as XYZ:
```
14
C2H8N2O2 the ωB97M-V functional and the def2-TZVPD basis
N -0.010 -0.242 -0.993
H -1.207 1.330 0.741
N -1.866 0.756 0.155
H -2.839 0.183 1.902
O 6.756 0.519 0.783
C -3.108 0.619 0.857
H 5.745 0.467 0.849
H 0.716 -0.147 -0.343
C -1.308 -0.422 -0.477
H -3.768 1.583 0.817
H 0.198 -0.875 -1.672
H 7.017 -0.460 0.855
H -3.734 -0.246 0.443
O -2.068 -1.346 -0.784
```

Computed properties:
- total charge = 0
- SMILES = CNC(N)=O.O
- spin multiplicity = 1
- molecular weight (g/mol) = 92.098
- HOMO-LUMO gap (Eh) = 0.36718

---

b.
The following is a DFT calculation (the ωB97M-V functional and the def2-TZVPD basis) of a 2-piece molecular cluster, C2H8N2O2 overall.

Geometry as XYZ:
```
14
C2H8N2O2 the ωB97M-V functional and the def2-TZVPD basis
O -1.236 -1.590 1.237
H -1.746 0.379 0.055
H 1.157 0.549 -2.228
H 1.662 -0.576 0.719
N 0.681 -0.442 0.869
H 0.545 -2.481 0.801
C -0.049 -1.577 0.992
H -0.107 -0.321 -2.352
C 0.029 0.854 0.830
H -1.112 1.881 -0.484
N -0.946 0.911 -0.254
O 0.779 -0.191 -2.705
H 0.802 1.613 0.745
H -0.459 0.991 1.775
```

Computed properties:
- total charge = 0
- SMILES = NCNC=O.O
- spin multiplicity = 1
- molecular weight (g/mol) = 92.098
- HOMO-LUMO gap (Eh) = 0.39041

---

Last place for stability: a

---

a.
The following is a DFT calculation (the ωB97M-V functional and the def2-TZVPD basis) of a 2-piece molecular cluster, C2H8N2O2 overall.

Geometry as XYZ:
```
14
C2H8N2O2 the ωB97M-V functional and the def2-TZVPD basis
H 0.960 -1.017 -2.008
C 0.912 0.318 1.008
H 0.764 -1.687 -0.438
O 0.880 1.337 -1.211
H -0.241 -0.602 2.499
H 0.532 1.316 1.257
C 0.865 0.339 -0.553
N 0.116 -0.770 1.570
H 1.929 0.181 1.354
H -2.117 0.194 -0.820
H -2.398 1.661 -1.263
N 1.143 -0.953 -1.008
H -0.697 -1.056 1.041
O -2.648 0.739 -1.429
```

Computed properties:
- total charge = 0
- SMILES = NCC(N)=O.O
- spin multiplicity = 1
- molecular weight (g/mol) = 92.098
- HOMO-LUMO gap (Eh) = 0.38732

---

b.
The following is a DFT calculation (the ωB97M-V functional and the def2-TZVPD basis) of a 2-piece molecular cluster, C2H8N2O2 overall.

Geometry as XYZ:
```
14
C2H8N2O2 the ωB97M-V functional and the def2-TZVPD basis
N -2.917 0.264 -0.146
H 1.429 -0.853 -0.885
O 1.306 0.266 0.697
H -0.019 1.318 -0.075
H 1.644 0.085 1.527
C 2.067 0.002 -0.510
O -0.934 1.483 0.218
H -3.415 1.035 -0.550
H -3.377 -1.422 0.497
H 3.159 -0.257 -0.415
N -3.704 -0.678 -0.034
H -1.155 -0.614 0.815
H 2.097 0.816 -1.086
C -1.709 0.308 0.357
```

Computed properties:
- total charge = 0
- spin multiplicity = 1
- molecular weight (g/mol) = 92.098
- HOMO-LUMO gap (Eh) = 0.27145

---

c.
The following is a DFT calculation (the ωB97M-V functional and the def2-TZVPD basis) of a 2-piece molecular cluster, C2H8N2O2 overall.

Geometry as XYZ:
```
14
C2H8N2O2 the ωB97M-V functional and the def2-TZVPD basis
C -0.406 -1.119 0.224
O -0.505 1.302 -2.536
H -1.366 -1.326 -0.305
H -0.634 1.635 -3.436
H 1.335 -1.345 -0.921
O 1.161 1.176 2.240
H 1.148 0.069 -0.027
C 0.085 0.525 2.271
H -0.410 0.315 3.313
H -0.017 -1.954 0.783
N -0.690 0.012 1.131
H 0.135 0.610 -2.628
H -0.578 0.767 0.446
N 0.743 -0.666 -0.554
```

Computed properties:
- total charge = 0
- SMILES = NCNC=O.O
- spin multiplicity = 1
- molecular weight (g/mol) = 92.098
- HOMO-LUMO gap (Eh) = 0.37946

---

d.
The following is a DFT calculation (the ωB97M-V functional and the def2-TZVPD basis) of a 2-piece molecular cluster, C2H8N2O2 overall.

Geometry as XYZ:
```
14
C2H8N2O2 the ωB97M-V functional and the def2-TZVPD basis
N 1.383 -2.891 -0.948
H -2.054 1.227 -0.471
H -0.083 2.353 -1.074
H -0.458 -2.605 0.579
O -0.116 -1.708 0.563
C 0.752 -1.639 -0.570
H 1.469 -0.869 -0.309
H 2.130 -3.090 -0.298
O 0.169 2.985 0.767
H -2.122 2.447 0.802
H 0.226 -1.315 -1.475
C -0.404 2.255 -0.016
N -1.636 1.714 0.305
H 0.728 -3.660 -0.935
```

Computed properties:
- total charge = 0
- SMILES = NC=O.NCO
- spin multiplicity = 1
- molecular weight (g/mol) = 92.098
- HOMO-LUMO gap (Eh) = 0.39601

---

Last place for stability: b

---

a.
The following is a DFT calculation (the ωB97M-V functional and the def2-TZVPD basis) of a single C4H6ClN molecule.

Geometry as XYZ:
```
12
C4H6ClN the ωB97M-V functional and the def2-TZVPD basis
C 0.054 -0.851 1.257
C 0.190 0.540 -1.046
H -1.789 0.427 -0.006
C -0.798 -0.147 -0.095
H -0.677 -1.458 1.830
H 1.014 -0.100 -1.423
C 0.968 1.499 -0.348
H -0.440 0.935 -1.828
H 0.917 -1.519 0.922
H 0.414 0.106 1.634
N 1.783 2.224 0.087
Cl -1.635 -1.656 -0.984
```

Computed properties:
- total charge = 0
- SMILES = C[C@H](Cl)CC#N
- spin multiplicity = 1
- molecular weight (g/mol) = 103.552
- HOMO-LUMO gap (Eh) = 0.41948

---

b.
The following is a DFT calculation (the ωB97M-V functional and the def2-TZVPD basis) of a single C4H6ClN molecule.

Geometry as XYZ:
```
12
C4H6ClN the ωB97M-V functional and the def2-TZVPD basis
C 0.486 0.477 -0.070
C 1.033 1.566 0.661
Cl -1.429 1.270 -1.710
H 2.081 1.330 0.860
C -0.128 -0.645 -0.275
H 0.631 1.814 1.634
H -0.282 -2.750 -0.457
H -1.751 -1.744 -0.443
H -0.823 -2.131 1.077
C -0.814 -1.905 0.047
N 0.035 0.236 -1.419
H 0.960 2.482 0.094
```

Computed properties:
- total charge = 0
- SMILES = CC1=C(C)N1Cl
- spin multiplicity = 1
- molecular weight (g/mol) = 103.552
- HOMO-LUMO gap (Eh) = 0.34274

---

Last place for stability: b

---

a.
The following is a DFT calculation (the ωB97M-V functional and the def2-TZVPD basis) of a single C6H9F molecule.

Geometry as XYZ:
```
16
C6H9F the ωB97M-V functional and the def2-TZVPD basis
H -1.525 -1.105 1.411
H 0.483 0.825 1.453
H -3.588 -1.089 0.032
H -2.579 -0.900 -1.415
H 0.056 -0.709 -1.351
H 1.414 2.327 -0.431
H 2.104 0.645 -1.098
C 0.054 -0.670 -0.214
C -1.422 -0.937 0.304
C 1.396 -1.059 0.461
C 0.848 0.363 0.533
H 2.723 1.287 0.376
F 2.360 -1.317 -0.471
C -2.598 -1.145 -0.413
H 1.529 -1.740 1.272
C 1.788 1.306 -0.261
```

Computed properties:
- total charge = 0
- SMILES = C=C[C@H]1[C@H](C)[C@@H]1F
- spin multiplicity = 1
- molecular weight (g/mol) = 100.136
- HOMO-LUMO gap (Eh) = 0.38247

---

b.
The following is a DFT calculation (the ωB97M-V functional and the def2-TZVPD basis) of C6H9F as an isolated structure.

Geometry as XYZ:
```
16
C6H9F the ωB97M-V functional and the def2-TZVPD basis
C 2.807 0.329 -0.862
C 1.479 0.277 -1.215
H 2.338 -0.507 0.869
H 0.706 0.983 1.839
H -1.823 1.231 0.945
H -1.155 0.247 -1.705
F -2.111 -0.810 1.077
H -3.168 0.458 -0.210
C -2.117 0.257 0.278
H 3.040 0.110 0.097
H 3.696 0.544 -1.535
H 1.061 0.562 -2.194
C 0.767 -0.273 1.172
H -0.202 -1.427 1.593
C 0.408 0.001 -0.260
C -0.926 0.257 -0.677
```

Computed properties:
- total charge = 0
- spin multiplicity = 1
- molecular weight (g/mol) = 100.136
- HOMO-LUMO gap (Eh) = 0.31972

---

Last place for stability: b